This record from OMol25 describes a molecular structure, C22H19O5SSbSe4Sn. The level of theory is ωB97M-V with the def2-TZVPD basis set.

Summary:
Highest occupied orbital energy, eV: -7.587
LUMO, Eh: -0.0255
Total energy, eV: -317951.332

ORCA input file:
```
! wB97M-V def2-TZVPD RIJCOSX def2/J DEFGRID3
* xyz 0 1
Sn 2.319 -2.823 -0.358
Se 6.242 -2.675 3.701
Sb 4.745 -1.825 1.812
Se 5.471 -2.279 -0.410
Se 2.554 -2.849 2.270
Se 5.648 -0.314 3.537
O 3.560 0.072 1.110
C 2.680 0.231 0.243
O 2.111 -0.699 -0.418
C 2.249 1.625 -0.068
C 1.365 1.860 -1.112
C 0.927 3.151 -1.419
C 1.411 4.164 -0.630
O 1.138 5.497 -0.718
C 1.888 6.127 0.325
O 2.613 5.117 1.021
C 2.296 3.932 0.413
C 2.741 2.677 0.722
H 1.010 1.017 -1.686
H 0.245 3.348 -2.232
H 1.197 6.619 1.013
H 2.589 6.838 -0.118
H 3.436 2.487 1.526
O -0.056 -3.017 -0.092
S -1.276 -3.796 0.339
C -2.214 -4.001 -1.211
C -2.546 -2.721 -1.913
C -3.844 -2.219 -1.901
C -4.137 -1.006 -2.507
C -3.130 -0.284 -3.132
C -1.836 -0.785 -3.159
C -1.544 -2.000 -2.558
C -2.393 -2.645 1.259
C -1.765 -1.316 1.540
C -0.849 -1.154 2.570
C -0.286 0.089 2.816
C -0.643 1.178 2.035
C -1.550 1.020 0.997
C -2.104 -0.224 0.746
H -3.094 -4.599 -0.965
H -1.533 -4.618 -1.799
H -4.635 -2.784 -1.422
H -5.150 -0.627 -2.495
H -3.356 0.662 -3.605
H -1.049 -0.231 -3.653
H -0.534 -2.386 -2.577
H -2.651 -3.185 2.170
H -3.287 -2.516 0.655
H -0.570 -2.001 3.186
H 0.436 0.204 3.612
H -0.205 2.148 2.227
H -1.822 1.867 0.381
H -2.811 -0.350 -0.066
*
```